114
Properties=species:S:1:pos:R:3:forces:R:3:mulliken_charge:R:1 method="wB97M-V/def2-TZVPD" total_charge=+1 fmax_ev_per_a=3.2 orbital_gap_ev=8.44 spin_multiplicity=1 homo_ev=-11.4821
O -20.677330 -5.823410 19.741960 -1.530 -0.371 0.367 -0.301
H -25.220680 -11.908280 16.270100 0.277 0.605 0.011 -0.204
H -24.189350 -5.173660 23.544310 -0.244 -0.137 0.661 0.333
O -20.151330 -14.784960 15.393310 0.593 1.202 0.097 -0.598
H -22.859610 -8.628890 15.280460 0.103 -0.217 0.041 -0.261
H -21.744600 -13.066550 16.798940 0.464 -0.254 0.376 -0.958
H -24.200140 -15.707630 16.393650 0.116 -0.315 0.463 0.276
H -27.170160 -11.167590 18.554630 -0.546 0.153 -0.641 0.397
H -18.534800 -10.238650 13.537460 0.797 -0.240 -0.321 0.397
H -21.139780 -7.077590 14.113220 0.126 0.445 0.021 0.248
C -22.061320 -9.998380 17.774630 -0.181 0.568 -0.664 3.030
Li -24.719650 -8.814010 19.699410 1.015 -0.596 -0.207 0.836
H -19.605320 -8.667490 23.059480 0.027 0.142 0.102 0.099
H -22.597980 -15.617640 18.119970 0.153 -0.249 0.641 0.177
H -23.966710 -9.902750 13.708040 0.183 0.082 -0.025 0.330
H -21.315050 -13.663380 23.460160 0.210 -0.453 0.055 0.372
C -24.131590 -6.261870 23.568160 1.815 -2.010 0.755 -0.497
C -18.321180 -7.921260 21.506500 -0.547 0.202 -0.658 0.394
H -22.074610 -15.012490 15.278010 -0.860 0.118 -0.503 0.283
H -21.324550 -14.093860 13.942760 -0.323 0.299 0.063 0.356
H -20.159680 -15.788950 18.383130 -0.135 -0.273 -0.491 0.262
H -25.077320 -6.791550 23.453540 -0.327 0.503 -0.396 0.278
H -18.959200 -8.402400 20.765190 -0.048 -0.547 -0.192 -0.053
H -17.571260 -8.699380 13.527110 -0.075 -0.014 -0.318 0.299
H -23.042470 -13.098390 18.453480 -0.551 0.042 -0.515 -0.646
C -23.162040 -6.688320 22.478660 -0.699 0.646 0.688 -0.037
C -26.321190 -10.892060 17.928990 -0.460 0.569 -1.310 -0.396
H -26.886780 -7.927600 13.896890 0.480 -0.048 -0.481 0.361
O -20.073380 -14.858730 18.162090 -1.191 -0.729 -1.158 -0.471
H -24.296030 -15.926460 18.689980 0.351 -0.070 0.924 0.439
C -19.654220 -6.576710 17.693560 2.340 0.415 -0.212 0.086
H -22.973260 -12.767960 15.737230 -0.104 -0.322 -1.010 -0.168
H -20.496460 -5.194090 20.443980 -0.382 -0.090 0.322 0.183
O -24.782970 -9.402430 13.637340 -0.398 -1.107 -0.644 -0.561
H -18.102370 -9.545320 22.918800 0.480 0.101 0.532 0.283
C -21.900550 -12.960970 15.725330 0.527 -0.715 0.851 1.504
H -20.121820 -11.524020 24.180940 0.290 0.024 0.637 0.348
C -22.099830 -9.522890 19.190390 -0.142 -0.225 0.800 -0.060
O -21.228360 -13.457730 22.526460 -0.815 0.501 -0.064 -0.534
H -21.602670 -9.245340 17.133800 -0.013 -0.110 -0.236 -0.730
O -23.174030 -8.081330 22.389090 -0.459 -0.722 -0.331 -0.435
C -23.496190 -13.891800 19.047400 0.746 -0.585 -0.574 0.855
H -25.083570 -11.773310 19.106350 0.231 -0.433 0.606 0.114
C -18.504160 -9.188540 13.246890 -1.432 -0.222 0.108 -1.421
H -22.782510 -8.229350 21.525140 0.280 -0.630 -0.754 0.094
H -18.803060 -9.115050 12.201260 0.692 -0.087 -0.171 0.384
O -22.780950 -8.295080 19.482730 -0.565 -0.304 -0.632 -1.442
H -20.688800 -12.485610 19.535540 -0.388 -0.421 -0.433 -0.395
H -18.905790 -5.192520 19.146550 0.450 -0.006 -0.584 0.419
H -23.080410 -10.195020 17.441630 0.019 0.029 -0.236 -0.806
C -23.596130 -15.205380 18.267720 0.489 -0.249 -0.923 -0.337
H -21.091350 -9.574950 19.600720 0.421 0.692 0.105 0.000
H -23.366020 -7.700580 24.801760 -0.212 -0.089 -0.606 0.320
C -19.686440 -8.645750 14.033020 -0.752 0.331 -2.184 1.073
H -23.508300 -6.215330 21.559700 0.289 0.079 -0.495 0.137
H -19.245690 -12.543120 20.386450 0.226 -0.307 0.375 0.404
O -18.051140 -7.543580 23.814730 -0.069 -1.339 0.296 -0.544
C -24.646260 -8.130890 14.175860 -1.100 0.251 1.346 0.707
H -19.075000 -9.457000 15.646660 0.069 -0.100 0.205 0.197
H -19.387640 -7.564000 18.070770 0.215 0.227 1.070 0.163
H -19.982230 -14.810790 20.151590 0.269 0.249 0.514 0.439
C -18.533740 -8.544440 22.902400 0.267 1.870 -1.480 -0.350
C -23.842270 -8.201390 15.479760 0.992 1.070 -0.781 -0.101
H -26.946480 -11.734970 15.942650 0.008 0.769 0.184 0.371
H -16.839710 -7.121660 20.478450 -0.064 -0.022 0.112 0.327
O -24.099330 -14.953570 16.979160 -0.424 1.570 -0.724 -0.527
O -23.556970 -6.759810 24.810770 -0.474 1.640 0.189 -0.571
H -21.615380 -10.138700 22.350650 -0.354 0.016 -0.047 -0.335
C -22.000460 -12.238020 22.390520 0.781 -0.062 0.902 -0.001
O -24.779130 -13.501470 19.497720 0.176 0.205 0.300 -0.660
C -21.094190 -11.052280 22.636700 -0.398 1.877 -0.416 0.643
Li -22.354260 -6.512810 18.571010 0.568 -1.151 0.429 0.696
H -24.255460 -7.427740 13.440370 0.676 -0.017 0.046 0.223
H -20.193210 -11.008000 22.024840 0.160 -0.613 -0.173 0.068
O -16.968510 -7.888410 21.041580 0.010 -0.650 0.593 -0.578
C -19.851040 -5.451620 18.669620 0.964 -0.061 0.289 -0.860
H -26.332930 -7.951120 15.522910 0.050 -0.839 0.156 0.159
H -25.004220 -14.182000 20.136320 -0.616 0.125 0.245 0.372
H -20.318380 -11.939290 15.572100 0.234 -0.002 -0.062 0.329
H -22.144750 -6.416100 22.759930 0.000 0.727 -0.116 0.219
H -26.402440 -9.899380 17.486190 -0.236 0.366 0.379 0.190
H -20.201690 -14.924380 16.341800 0.400 0.072 0.282 0.505
C -26.205770 -11.853570 16.733460 -0.280 -1.316 1.215 0.125
H -22.551270 -10.382170 19.686320 -0.655 -0.089 0.748 0.299
H -17.115440 -7.719380 23.937850 0.167 0.169 0.104 0.334
H -22.553510 -12.228030 21.451300 0.463 0.073 -0.270 -0.310
H -24.269740 -8.718850 16.338600 -0.433 -0.159 -0.443 -0.093
O -19.327950 -8.577000 15.358160 0.229 0.584 2.373 -0.466
C -26.042340 -7.635190 14.520990 -1.064 0.431 1.233 -1.299
O -25.227540 -10.866380 18.826430 0.846 0.953 -0.116 -0.356
H -18.805190 -6.259250 17.088200 0.600 0.091 0.127 0.371
H -20.235770 -4.545010 18.202560 -0.006 -0.018 -0.460 0.322
H -18.676330 -6.890760 21.500970 -0.227 0.099 0.551 0.107
O -20.742160 -10.811920 24.008640 -0.205 -1.066 -0.807 -0.598
C -19.665510 -12.845030 19.426920 -0.367 0.693 1.286 0.247
H -22.777240 -13.935030 19.865540 -0.156 -0.605 0.411 0.251
C -19.505110 -14.323890 19.301070 0.575 0.154 0.916 -0.787
H -25.846930 -13.365050 17.902300 0.080 -0.373 -0.013 0.239
O -21.220390 -11.854200 15.254720 0.494 1.735 -0.358 -0.442
H -20.397010 -7.513820 16.283530 0.003 -0.629 -0.729 -0.103
H -22.755190 -12.158260 23.172900 -0.190 -0.304 0.111 0.485
H -20.515000 -9.349500 13.953460 -0.152 -0.288 -0.261 -0.025
H -20.482020 -7.342140 12.495950 0.083 0.003 0.048 0.466
H -21.504140 -10.929540 17.671810 0.141 0.061 0.146 -0.823
H -26.132460 -6.568630 14.726990 0.470 0.382 -0.783 0.393
H -18.447470 -14.583670 19.256100 0.354 0.172 0.504 0.373
C -21.390730 -14.202200 15.025340 -1.204 -1.944 -0.176 -0.807
O -20.676500 -6.762300 16.811460 -3.075 0.784 -0.009 -0.418
H -19.430100 -6.560240 13.709800 -0.314 0.391 0.005 0.345
O -26.510390 -13.141730 17.245370 -0.280 -0.418 -0.205 -0.606
C -20.227620 -7.286820 13.554400 0.601 -0.921 0.419 -1.441
H -18.123660 -12.171480 18.552930 0.227 0.134 -0.262 0.294
O -19.071150 -12.071400 18.435220 0.331 0.230 -0.962 -0.454
H -23.631530 -7.172450 15.771280 0.025 0.210 0.285 0.237